Record 1
This record from the Open Molecules 2025 dataset describes a cluster of 5 separate species, C18H38BN5O5Si in total in a non-equilibrium geometry. The level of theory is the ωB97M-V functional and the def2-TZVPD basis.

Output
Total charge: 0
E_HOMO (eV): -8.70
Spin multiplicity: 1
Frontier orbital gap (eV): 9.42

```
68
C18H38BN5O5Si (the ωB97M-V functional and the def2-TZVPD basis)
N 1.618 0.890 -0.654
B 2.568 -0.103 -0.097
O 2.214 -1.414 -0.070
Si 4.395 0.529 0.552
C 5.084 1.714 -0.745
C 5.961 1.264 -1.737
C 6.425 2.132 -2.719
C 6.017 3.458 -2.716
C 5.160 3.925 -1.727
C 4.689 3.055 -0.748
H 1.972 1.125 -1.583
H 1.717 1.768 -0.147
H 1.318 -1.596 0.246
H 4.241 1.310 1.808
H 5.359 -0.570 0.797
H 6.280 0.226 -1.744
H 7.086 1.752 -3.489
H 6.363 4.138 -3.486
H 4.833 4.959 -1.710
H 4.004 3.430 0.007
C -2.595 0.575 -0.277
N -1.648 -0.474 -0.593
C -1.859 -1.815 -0.579
C -3.234 -2.293 -0.192
O -0.947 -2.585 -0.867
H -2.730 1.237 -1.135
H -2.234 1.175 0.561
H -3.560 0.151 -0.018
H -0.706 -0.208 -0.852
H -3.248 -3.379 -0.228
H -3.477 -1.970 0.822
H -3.989 -1.908 -0.875
C -2.962 -7.808 3.072
N -3.637 -7.046 2.042
C -3.101 -6.139 1.181
C -1.618 -5.862 1.282
O -3.798 -5.570 0.358
H -3.066 -8.879 2.889
H -3.386 -7.585 4.054
H -1.906 -7.563 3.091
H -4.628 -7.181 1.920
H -1.359 -5.118 0.532
H -1.362 -5.473 2.269
H -1.040 -6.768 1.099
C -8.638 -2.891 -2.513
N -7.398 -2.480 -1.888
C -7.021 -1.234 -1.504
C -7.995 -0.103 -1.742
O -5.931 -1.051 -0.986
H -9.157 -3.621 -1.890
H -8.443 -3.346 -3.485
H -9.291 -2.037 -2.659
H -6.704 -3.187 -1.698
H -7.542 0.815 -1.381
H -8.215 0.004 -2.805
H -8.929 -0.273 -1.204
C 7.002 6.198 1.099
N 5.654 5.818 1.466
C 4.807 6.427 2.337
C 5.305 7.669 3.039
O 3.691 5.977 2.535
H 7.066 6.393 0.027
H 7.703 5.398 1.341
H 7.302 7.095 1.632
H 5.259 4.997 1.034
H 4.516 8.028 3.692
H 6.190 7.450 3.639
H 5.552 8.451 2.319
```

Quick look at the Mulliken charges, all values in e: number 1, N, carries -0.634; number 2, B, carries 0.523; number 3, O, carries -0.484; number 4, Si, carries 0.090; number 5, C, carries 0.222; number 6, C, carries -0.423; number 7, C, carries -0.484; number 8, C, carries -0.475; number 9, C, carries -0.464; number 10, C, carries -0.529; number 11, H, carries 0.241; number 12, H, carries 0.244; number 13, H, carries 0.309; number 14, H, carries -0.119; number 15, H, carries -0.189; number 16, H, carries 0.359; number 17, H, carries 0.367; number 18, H, carries 0.374; number 19, H, carries 0.503; number 20, H, carries 0.544; number 21, C, carries -0.854; number 22, N, carries -0.012; number 23, C, carries 0.777; number 24, C, carries -0.961; number 25, O, carries -0.682; number 26, H, carries 0.285; number 27, H, carries 0.270; number 28, H, carries 0.297; number 29, H, carries 0.194; number 30, H, carries 0.097; number 31, H, carries 0.390; number 32, H, carries 0.277; number 33, C, carries -0.827; number 34, N, carries -0.166; number 35, C, carries 0.781; number 36, C, carries -1.188; number 37, O, carries -0.651; number 38, H, carries 0.283; number 39, H, carries 0.278; number 40, H, carries 0.311; number 41, H, carries 0.236; number 42, H, carries 0.209; number 43, H, carries 0.347; number 44, H, carries 0.382; number 45, C, carries -0.868; number 46, N, carries -0.136; number 47, C, carries 0.794; number 48, C, carries -1.400; number 49, O, carries -0.577; number 50, H, carries 0.286; number 51, H, carries 0.289; number 52, H, carries 0.328; number 53, H, carries 0.201; number 54, H, carries 0.285; number 55, H, carries 0.365; number 56, H, carries 0.381; number 57, C, carries -0.888; number 58, N, carries 0.003; number 59, C, carries 0.912; number 60, C, carries -1.352; number 61, O, carries -0.644; number 62, H, carries 0.278; number 63, H, carries 0.293; number 64, H, carries 0.355; number 65, H, carries 0.037; number 66, H, carries 0.296; number 67, H, carries 0.356; number 68, H, carries 0.357

Record 2
This record from the Open Molecules 2025 dataset describes a structure of composition C18H38ClNNbO7P in a non-equilibrium geometry. The level of theory is the ωB97M-V functional and the def2-TZVPD basis.

Output
Total charge: -2
E_HOMO (eV): -0.61
Spin multiplicity: 1
Frontier orbital gap (eV): 5.45

```
67
C18H38ClNNbO7P (the ωB97M-V functional and the def2-TZVPD basis)
C 0.443 -4.581 0.433
C 1.960 -4.214 0.422
P 2.386 -2.654 -0.525
C 1.395 -2.788 -2.107
Nb 1.695 -0.573 0.825
Cl 1.650 -1.893 2.965
C 1.753 0.561 -1.108
C 1.154 1.987 -1.044
C -0.369 1.929 -1.097
C -1.059 3.279 -0.808
C -2.432 3.322 -1.465
C -3.347 2.181 -0.958
C -3.147 1.833 0.529
C -4.005 0.617 0.888
O -5.336 0.681 0.340
C -5.860 -0.563 0.357
C -6.303 -1.146 -0.958
O -5.963 -1.173 1.368
C 3.925 -0.242 1.251
C 4.453 1.174 0.821
C 5.043 1.842 2.100
C 5.681 0.948 -0.118
O 1.066 1.131 1.871
N 1.791 1.407 2.979
O 1.386 2.425 3.463
C -0.457 -1.247 0.466
O -1.063 -1.687 1.447
O -1.048 -1.148 -0.651
H 0.321 -5.605 0.043
H 0.102 -4.617 1.473
H -0.189 -3.899 -0.137
H 2.476 -5.026 -0.118
H 2.363 -4.193 1.435
H 1.698 -3.736 -2.586
H 0.313 -2.849 -1.944
H 1.642 -1.981 -2.800
H 2.800 0.627 -1.457
H 1.204 0.012 -1.885
H 1.495 2.551 -1.937
H 1.488 2.590 -0.189
H -0.714 1.468 -2.028
H -0.632 1.261 -0.271
H -1.111 3.457 0.270
H -0.437 4.068 -1.267
H -2.399 3.297 -2.563
H -2.917 4.280 -1.207
H -4.387 2.526 -1.048
H -3.296 1.298 -1.606
H -2.134 1.520 0.796
H -3.393 2.683 1.182
H -3.473 -0.263 0.506
H -4.029 0.494 1.978
H -7.048 -0.482 -1.416
H -6.785 -2.100 -0.735
H -5.452 -1.329 -1.614
H 4.504 -1.036 0.764
H 4.077 -0.382 2.330
H 3.695 1.818 0.363
H 5.683 2.682 1.777
H 5.702 1.122 2.597
H 4.272 2.219 2.775
H 5.374 0.783 -1.156
H 6.227 0.076 0.253
H 6.361 1.806 -0.009
O -3.281 -2.057 -0.896
H -2.389 -1.805 -1.179
H -3.126 -2.686 -0.182
```

Quick look at the Mulliken charges, all values in e: number 1, C, carries -0.738; number 2, C, carries -0.644; number 3, P, carries 0.200; number 4, C, carries -1.088; number 5, Nb, carries -1.151; number 6, Cl, carries -0.428; number 7, C, carries -1.353; number 8, C, carries -0.683; number 9, C, carries 1.238; number 10, C, carries -0.840; number 11, C, carries -1.099; number 12, C, carries -0.314; number 13, C, carries -0.026; number 14, C, carries -0.316; number 15, O, carries -0.354; number 16, C, carries 0.884; number 17, C, carries -0.975; number 18, O, carries -0.571; number 19, C, carries -0.763; number 20, C, carries 1.630; number 21, C, carries -1.627; number 22, C, carries -1.582; number 23, O, carries -0.249; number 24, N, carries 0.132; number 25, O, carries -0.456; number 26, C, carries 1.098; number 27, O, carries -0.711; number 28, O, carries -0.660; number 29, H, carries 0.291; number 30, H, carries 0.238; number 31, H, carries 0.026; number 32, H, carries 0.462; number 33, H, carries 0.342; number 34, H, carries 0.475; number 35, H, carries 0.093; number 36, H, carries 0.347; number 37, H, carries 0.498; number 38, H, carries 0.485; number 39, H, carries 0.473; number 40, H, carries 0.305; number 41, H, carries 0.357; number 42, H, carries -1.045; number 43, H, carries 0.344; number 44, H, carries 0.441; number 45, H, carries 0.332; number 46, H, carries 0.384; number 47, H, carries 0.404; number 48, H, carries 0.253; number 49, H, carries -0.129; number 50, H, carries 0.223; number 51, H, carries 0.058; number 52, H, carries 0.240; number 53, H, carries 0.324; number 54, H, carries 0.310; number 55, H, carries 0.212; number 56, H, carries 0.383; number 57, H, carries 0.384; number 58, H, carries -0.285; number 59, H, carries 0.464; number 60, H, carries 0.375; number 61, H, carries 0.285; number 62, H, carries 0.298; number 63, H, carries 0.358; number 64, H, carries 0.419; number 65, O, carries -0.520; number 66, H, carries 0.331; number 67, H, carries 0.210

Record 3
This record from the Open Molecules 2025 dataset describes a structure of composition C18H38N2O2RuSSi2Te5 in a non-equilibrium geometry. The level of theory is the ωB97M-V functional and the def2-TZVPD basis.

Output
Total charge: +1
ΔE to the lowest compared entry with this formula, charge and spin (eV): 0.972
<S²>: 0.931
E_HOMO (spin up / spin down) (eV): -9.43 / -9.45
Spin multiplicity: 2
Frontier orbital gap (spin up / spin down) (eV): 6.34 / 4.97

```
69
C18H38N2O2RuSSi2Te5 (the ωB97M-V functional and the def2-TZVPD basis)
Ru -0.661 1.172 0.279
C 3.569 2.093 1.801
C 2.502 1.064 1.558
O 1.880 0.982 0.495
N 2.294 0.183 2.540
C 1.312 -0.880 2.438
C 0.075 -0.477 3.179
C -0.187 -0.953 4.455
C -1.287 -0.471 5.145
C -2.090 0.472 4.525
C -1.768 0.881 3.244
N -0.712 0.418 2.566
H 3.540 2.848 1.020
H 4.544 1.603 1.778
H 3.450 2.566 2.774
H 2.748 0.322 3.428
H 1.740 -1.801 2.832
H 1.061 -1.010 1.386
H 0.472 -1.684 4.904
H -1.513 -0.823 6.142
H -2.958 0.887 5.018
H -2.383 1.610 2.731
Te -3.237 2.137 0.128
Te -3.565 2.603 -2.496
Te -1.067 3.076 -3.378
Te 0.567 2.760 -1.344
C 3.865 -2.532 -3.657
Si 2.254 -1.576 -3.475
C 0.885 -2.248 -4.587
C 2.512 0.257 -3.845
C 1.720 -1.720 -1.647
Te -0.209 -0.799 -1.375
C -1.250 -2.679 -1.366
Si -3.130 -2.498 -1.637
C -3.824 -1.850 -0.008
C -3.461 -1.301 -3.058
C -3.780 -4.199 -2.111
H 4.270 -2.413 -4.664
H 3.718 -3.601 -3.488
H 4.623 -2.186 -2.952
H 1.121 -2.063 -5.636
H -0.072 -1.768 -4.373
H 0.755 -3.327 -4.473
H 3.145 0.403 -4.722
H 2.983 0.767 -3.002
H 1.559 0.747 -4.047
H 2.453 -1.256 -0.990
H 1.595 -2.761 -1.344
H -1.051 -3.171 -0.412
H -0.778 -3.264 -2.157
H -3.161 -1.103 0.435
H -3.946 -2.657 0.718
H -4.798 -1.376 -0.142
H -2.737 -0.485 -3.075
H -4.455 -0.859 -2.969
H -3.407 -1.808 -4.023
H -3.595 -4.944 -1.336
H -3.319 -4.556 -3.033
H -4.859 -4.157 -2.278
C 1.067 5.518 1.739
S -0.085 4.187 2.180
C 0.135 4.340 3.971
O 0.609 2.907 1.796
H 0.675 6.448 2.151
H 1.100 5.583 0.654
H 2.057 5.305 2.138
H -0.279 5.302 4.271
H 1.190 4.277 4.234
H -0.422 3.537 4.449
```

Quick look at the Mulliken charges, all values in e: number 1, Ru, carries 0.449; number 2, C, carries -1.595; number 3, C, carries 0.575; number 4, O, carries -0.017; number 5, N, carries 0.001; number 6, C, carries 0.068; number 7, C, carries 0.115; number 8, C, carries -0.812; number 9, C, carries -0.397; number 10, C, carries -0.998; number 11, C, carries -0.655; number 12, N, carries 0.783; number 13, H, carries 0.249; number 14, H, carries 0.437; number 15, H, carries 0.409; number 16, H, carries 0.266; number 17, H, carries 0.621; number 18, H, carries -0.733; number 19, H, carries 0.477; number 20, H, carries 0.429; number 21, H, carries 0.469; number 22, H, carries 0.270; number 23, Te, carries -0.039; number 24, Te, carries -0.082; number 25, Te, carries -0.059; number 26, Te, carries 0.085; number 27, C, carries -1.042; number 28, Si, carries 0.200; number 29, C, carries -0.965; number 30, C, carries -0.801; number 31, C, carries -0.979; number 32, Te, carries 0.532; number 33, C, carries -0.904; number 34, Si, carries 0.225; number 35, C, carries -0.497; number 36, C, carries -0.698; number 37, C, carries -1.075; number 38, H, carries 0.331; number 39, H, carries 0.321; number 40, H, carries 0.315; number 41, H, carries 0.397; number 42, H, carries 0.229; number 43, H, carries 0.324; number 44, H, carries 0.401; number 45, H, carries 0.279; number 46, H, carries 0.107; number 47, H, carries 0.363; number 48, H, carries 0.645; number 49, H, carries 0.498; number 50, H, carries 0.473; number 51, H, carries -0.183; number 52, H, carries 0.288; number 53, H, carries 0.343; number 54, H, carries 0.060; number 55, H, carries 0.330; number 56, H, carries 0.291; number 57, H, carries 0.329; number 58, H, carries 0.309; number 59, H, carries 0.325; number 60, C, carries -0.994; number 61, S, carries 0.294; number 62, C, carries -1.004; number 63, O, carries -0.432; number 64, H, carries 0.443; number 65, H, carries 0.292; number 66, H, carries 0.296; number 67, H, carries 0.452; number 68, H, carries 0.292; number 69, H, carries 0.274

| no. | electronic energy (hartree) |
| --- | --- |
| 1 | -1673.1014 |
| 2 | -2148.5041 |
| 3 | -3380.6789 |